{"formula": "C37H47HgN2O4SeSi", "method": "the ωB97M-V functional and the def2-TZVPD basis", "homo_ev": [-0.33, -2.45], "lumo_energy_ev": [4.588, 4.478], "total_charge": -2, "de_lowest_ev": 0.000, "orbital_gap_ev": [4.916, 6.923], "total_energy_ha": -4693.01713, "s2": 0.76, "spin_multiplicity": 2, "species": ["Hg", "N", "C", "C", "C", "N", "H", "H", "H", "H", "H", "H", "H", "H", "H", "H", "C", "C", "C", "O", "C", "C", "O", "C", "O", "C", "C", "C", "C", "C", "C", "C", "C", "C", "C", "C", "C", "C", "O", "C", "C", "C", "C", "C", "C", "C", "C", "C", "C", "C", "C", "H", "H", "H", "H", "H", "H", "H", "H", "H", "H", "H", "H", "H", "H", "H", "H", "H", "H", "H", "H", "H", "H", "H", "H", "H", "H", "H", "H", "C", "Si", "C", "C", "Se", "H", "H", "H", "H", "H", "H", "H", "H", "H"], "positions_angstrom": [[0.5295, -0.2763, 1.8464], [-1.0647, 2.0590, 0.7719], [-2.4070, 1.7920, 1.2653], [-3.1819, 0.8903, 0.3041], [-2.8819, -0.6006, 0.4284], [-1.4680, -0.8891, 0.2961], [-0.5014, 2.5322, 1.4708], [-1.0579, 2.5747, -0.0990], [-2.9910, 2.7097, 1.4437], [-2.3004, 1.2983, 2.2362], [-2.9634, 1.2129, -0.7219], [-4.2578, 1.0322, 0.4545], [-3.4880, -1.1328, -0.3225], [-3.2257, -0.9519, 1.4095], [-1.0697, -0.3217, -0.4442], [-1.2285, -1.8535, 0.0308], [5.3765, -3.8970, -0.6198], [4.2295, -2.9622, -0.2853], [4.5588, -2.0590, 0.8962], [3.9188, -2.2152, -1.4436], [2.5136, -1.8973, -1.4193], [1.9393, -2.9220, -0.4067], [3.0752, -3.7230, -0.0280], [0.7595, -3.8252, -0.8958], [-0.3596, -3.0694, -0.9664], [0.6098, -4.9329, 0.1841], [1.1107, -6.2272, 0.0949], [0.9247, -7.1430, 1.1257], [0.2437, -6.7749, 2.2759], [-0.2546, -5.4808, 2.3796], [-0.0796, -4.5785, 1.3427], [1.0708, -4.4708, -2.2697], [2.3007, -5.0146, -2.6410], [2.4973, -5.5479, -3.9094], [1.4628, -5.5605, -4.8346], [0.2321, -5.0251, -4.4757], [0.0454, -4.4824, -3.2121], [2.3089, -0.3532, -1.1101], [2.2233, -0.0412, 0.2192], [1.1117, 0.2461, -1.8898], [1.0338, 1.6410, -1.9687], [-0.0083, 2.2723, -2.6243], [-1.0173, 1.5178, -3.2188], [-0.9583, 0.1371, -3.1373], [0.0976, -0.4979, -2.4822], [3.5598, 0.3385, -1.7232], [4.4212, 1.0523, -0.9048], [5.5347, 1.6961, -1.4348], [5.8005, 1.6355, -2.7946], [4.9372, 0.9247, -3.6230], [3.8290, 0.2878, -3.0898], [6.2721, -3.3134, -0.8368], [5.1265, -4.4970, -1.4942], [5.5755, -4.5542, 0.2277], [5.4436, -1.4585, 0.6723], [4.7488, -2.6703, 1.7813], [3.7229, -1.3825, 1.0823], [2.1461, -2.1128, -2.4246], [1.5574, -2.3951, 0.4711], [1.6497, -6.5376, -0.7907], [1.3198, -8.1489, 1.0269], [0.1037, -7.4854, 3.0832], [-0.7812, -5.1714, 3.2756], [-0.4744, -3.5725, 1.4093], [3.1124, -5.0099, -1.9287], [3.4691, -5.9502, -4.1754], [1.6164, -5.9741, -5.8254], [-0.5843, -5.0199, -5.1905], [-0.8900, -4.0294, -2.9068], [1.8110, 2.2350, -1.5028], [-0.0369, 3.3561, -2.6714], [-1.8394, 2.0057, -3.7314], [-1.7467, -0.4694, -3.5700], [0.0651, -1.5755, -2.3525], [4.1874, 1.0897, 0.1513], [6.1960, 2.2517, -0.7781], [6.6671, 2.1386, -3.2094], [5.1302, 0.8697, -4.6890], [3.1573, -0.2586, -3.7437], [2.2808, 3.2316, 1.4004], [2.4812, 2.5367, 3.1332], [3.1034, 3.9376, 4.2440], [3.8315, 1.2330, 3.0697], [0.5479, 1.7236, 3.9308], [3.2135, 3.6586, 1.0163], [1.5118, 4.0100, 1.3837], [1.9827, 2.4163, 0.7346], [4.0447, 4.3464, 3.8606], [3.2725, 3.5734, 5.2600], [2.3699, 4.7455, 4.2944], [4.7879, 1.6552, 2.7418], [3.5424, 0.4501, 2.3637], [3.9672, 0.7763, 4.0530]], "lowdin_spin": [0.378, 0.001, 0.001, 0.000, 0.007, 0.104, -0.001, 0.000, 0.000, 0.001, 0.000, 0.000, 0.003, 0.002, 0.001, 0.002, 0.000, 0.000, 0.001, 0.000, 0.000, 0.012, 0.002, 0.001, 0.004, 0.001, 0.000, 0.000, 0.000, 0.001, 0.006, 0.000, 0.000, 0.000, 0.000, 0.000, 0.000, 0.007, 0.124, 0.000, 0.000, 0.000, 0.000, 0.000, 0.001, 0.005, 0.001, 0.000, 0.000, 0.000, 0.001, 0.000, 0.000, 0.000, 0.000, 0.000, 0.002, 0.000, 0.028, 0.000, 0.000, 0.000, 0.000, 0.009, 0.000, 0.000, 0.000, 0.000, 0.000, 0.000, 0.000, 0.000, 0.000, 0.000, 0.000, 0.000, 0.000, 0.000, 0.000, 0.000, 0.021, 0.011, 0.004, 0.244, 0.000, 0.001, 0.001, 0.001, 0.001, 0.002, 0.000, 0.006, 0.000]}